No. 1
C36H42Ge2MnN5O2Si | wB97M-V/def2-TZVPD

```
89
C36H42Ge2MnN5O2Si wB97M-V/def2-TZVPD
Mn -0.35035 0.14227 1.46584
O -2.91207 -0.11045 4.74597
C -2.13703 -0.41140 3.87433
N -1.12470 0.36827 3.35511
C -1.17612 1.71807 3.17155
O -2.10042 2.49814 3.21463
C 0.24733 2.28055 2.83902
C 0.43012 3.63671 3.01758
C 1.72578 4.12622 2.99963
C 2.77339 3.24358 2.79374
C 2.48807 1.91024 2.56221
N 1.24835 1.41796 2.58407
C -2.15239 -1.80898 3.27195
C -2.95829 -2.77247 3.84323
C -3.02662 -4.02159 3.24430
C -2.30681 -4.24451 2.08409
C -1.52718 -3.21790 1.57584
N -1.42846 -2.02563 2.16188
H -0.43320 4.25838 3.20660
H 1.91720 5.17970 3.16071
H 3.80197 3.57778 2.80439
H 3.28600 1.19839 2.38259
H -3.51326 -2.52085 4.73630
H -3.63931 -4.80399 3.67242
H -2.34297 -5.19539 1.57024
H -0.97268 -3.35454 0.65588
C -3.99903 0.48339 1.55381
C -3.41246 -0.41919 0.51064
C -4.17100 -1.46285 0.01230
C -3.66319 -2.23267 -1.01882
C -2.44926 -1.88965 -1.57630
C -1.74569 -0.79829 -1.06657
N -2.17794 -0.13804 0.03339
N -0.59907 -0.35111 -1.73772
Si -0.85325 0.15101 -3.45802
C 0.19978 1.61754 -3.85054
C -2.62495 0.63213 -3.63176
C -0.41681 -1.22678 -4.60102
H -4.86038 0.98960 1.11406
H -3.30465 1.24114 1.90333
H -4.36558 -0.07971 2.41299
H -5.14859 -1.65226 0.43561
H -4.21758 -3.08340 -1.39633
H -2.03470 -2.43176 -2.41473
H -0.17629 2.52617 -3.37497
H 0.17497 1.76632 -4.93552
H 1.24611 1.48879 -3.57142
H -2.91240 1.32617 -2.83565
H -3.31396 -0.21315 -3.61273
H -2.76020 1.14813 -4.58719
H 0.65805 -1.42282 -4.56368
H -0.67237 -0.95810 -5.63089
H -0.94351 -2.15434 -4.36381
C 1.65727 -3.36699 0.48277
Ge 1.82350 -1.55301 1.15009
C 1.72256 -1.62695 3.08323
C 3.64331 -1.02964 0.68499
Ge 0.89323 0.25554 -0.77649
C 0.65473 2.15727 -0.54012
C -0.63918 2.69203 -0.54659
C -0.83326 4.06694 -0.52762
C 0.26051 4.92126 -0.52195
C 1.54911 4.40348 -0.50227
C 1.74604 3.02956 -0.48910
C 2.32867 -0.26950 -1.94995
C 2.27340 -1.57480 -2.44332
C 3.24522 -2.05492 -3.31128
C 4.28714 -1.22677 -3.70578
C 4.34152 0.08103 -3.24436
C 3.36697 0.55746 -2.37569
H 2.68937 -3.71774 0.41830
H 1.19858 -3.47222 -0.49678
H 1.11197 -3.98604 1.19267
H 1.70088 -2.69183 3.32164
H 0.86435 -1.13621 3.53283
H 2.63275 -1.16969 3.46942
H 4.28085 -1.30165 1.53160
H 3.78633 0.02637 0.46498
H 3.95837 -1.59184 -0.19060
H -1.49996 2.03730 -0.59110
H -1.83902 4.46782 -0.53019
H 0.10989 5.99315 -0.53725
H 2.40286 5.07003 -0.49284
H 2.75891 2.64931 -0.44822
H 1.45123 -2.22115 -2.16957
H 3.18294 -3.06852 -3.68763
H 5.04644 -1.59597 -4.38314
H 5.14181 0.73529 -3.56509
H 3.42831 1.58676 -2.04821
```

Output
- Lowest unoccupied orbital energy (spin up / spin down): -2.751 / -3.534 eV
- Expectation value of S²: 8.76
- Charge: +1
- Frontier orbital gap (spin up / spin down): 8.382 / 7.678 eV
- Spin multiplicity: 6
- Electronic energy: -7415.5464 Eh
- Highest occupied orbital energy (spin up / spin down): -11.13 / -11.21 eV

No. 2
C36H42MnN8O5SSi | wB97M-V/def2-TZVPD

```
94
C36H42MnN8O5SSi wB97M-V/def2-TZVPD
Mn -0.15860 -0.27130 0.20660
N -2.62190 5.65130 4.34610
C -1.92160 4.46250 4.36760
C -2.51350 3.30460 4.87790
C -1.86840 2.08940 4.77040
C -0.63260 2.00900 4.15560
C -0.01280 3.15160 3.68680
C -0.64660 4.37560 3.79820
S 0.04600 0.37470 3.85330
O -1.08100 -0.51790 3.98420
O 1.18380 0.11700 4.68750
N 0.41440 0.38980 2.25450
C 1.65800 0.70190 1.90330
N 2.45740 1.42650 2.69120
C 3.70440 1.59680 2.30370
C 4.19050 1.10630 1.09760
C 3.26640 0.46570 0.28590
N 2.01440 0.27270 0.65580
H -3.38510 5.74270 4.99510
H -2.08090 6.48830 4.21120
H -3.48580 3.36560 5.34690
H -2.31150 1.17900 5.13910
H 0.96930 3.06670 3.24490
H -0.15910 5.27300 3.44040
H 4.32910 2.16920 2.97800
H 5.21510 1.23920 0.79880
H 3.52640 0.09740 -0.69970
C -0.00480 3.04650 -4.31350
O 0.04060 1.74560 -3.75360
C 0.13700 1.54540 -2.42990
O 0.24810 0.41130 -2.01670
N 0.14130 2.64190 -1.61080
N 0.07040 2.39230 -0.23250
H -0.01360 2.90210 -5.39220
H 0.88090 3.62750 -4.04420
H -0.91930 3.57270 -4.02410
H -0.17680 3.54560 -1.94970
H -0.84060 2.60340 0.16720
H 0.81180 2.85750 0.27980
C 2.74920 -4.51250 3.28740
C 2.70850 -5.05450 2.01280
C 1.83990 -4.53650 1.06810
C 0.98280 -3.48420 1.37900
C 1.00790 -2.98060 2.67890
C 1.88810 -3.48020 3.62220
Si -0.16960 -2.64680 0.05690
C 0.55140 -3.31130 -1.62120
C 1.89320 -3.07390 -1.92090
C 2.42290 -3.38560 -3.15800
C 1.61360 -3.93890 -4.13940
C 0.28650 -4.21270 -3.85160
C -0.23380 -3.90120 -2.60750
C -1.81980 -3.65860 0.29810
C -3.01410 -2.97270 0.49250
C -4.21410 -3.62870 0.68920
C -4.24200 -5.01190 0.72210
C -3.06100 -5.71520 0.55550
C -1.86750 -5.04680 0.33640
H 3.44920 -4.89720 4.01660
H 3.35790 -5.88020 1.75220
H 1.83050 -4.95020 0.06840
H 0.33810 -2.17720 2.95860
H 1.90670 -3.05070 4.61450
H 2.52700 -2.63570 -1.16030
H 3.46690 -3.18780 -3.36760
H 2.01340 -4.15240 -5.12120
H -0.34920 -4.66340 -4.60350
H -1.27090 -4.11910 -2.39010
H -2.98800 -1.89180 0.50120
H -5.12870 -3.06460 0.82820
H -5.17690 -5.53070 0.88470
H -3.07490 -6.79410 0.60510
H -0.95050 -5.59950 0.19890
C -3.30760 -0.34760 -2.51110
N -4.07380 0.05940 -1.35390
C -5.48700 -0.24260 -1.37760
C -6.19730 0.60300 -0.33080
C -5.56860 0.30690 1.02280
N -4.13520 0.48930 0.94940
C -3.43270 0.50550 2.21660
C -3.42160 0.36190 -0.19830
O -2.19590 0.58630 -0.20840
H -3.55780 0.27690 -3.36940
H -3.51390 -1.38990 -2.75600
H -2.24650 -0.25480 -2.28500
H -5.66140 -1.30950 -1.17980
H -5.86480 -0.01420 -2.37940
H -7.26460 0.38130 -0.31760
H -6.06500 1.66100 -0.57080
H -5.80210 -0.71810 1.34330
H -5.96110 0.99310 1.78180
H -3.66030 1.41720 2.77010
H -2.35590 0.44790 2.05000
H -3.71010 -0.36210 2.81620
```

Output
- Lowest unoccupied orbital energy (spin up / spin down): -0.096 / -0.097 eV
- Expectation value of S²: 8.76
- Frontier orbital gap (spin up / spin down): 6.582 / 7.171 eV
- Spin multiplicity: 6
- Electronic energy: -4050.0331 Eh
- Highest occupied orbital energy (spin up / spin down): -6.68 / -7.27 eV

No. 3
C36H43BN6SiTc | wB97M-V/def2-TZVPD

```
88
C36H43BN6SiTc wB97M-V/def2-TZVPD
Tc -0.12427 -0.22221 -0.67077
C -3.37050 -4.34351 -0.35930
C -1.84807 -4.27668 -0.53010
C -1.15049 -3.97810 0.77769
C -1.52310 -3.37566 -1.69477
C -1.85096 -3.78455 -2.98619
C -1.49982 -2.74746 -3.80836
N -0.97915 -1.77327 -3.05892
N -0.96628 -2.13414 -1.73030
B -0.37853 -0.50055 -3.63482
N -1.09125 0.77777 -3.11540
C -1.73743 1.66014 -3.86921
C -1.97442 2.79766 -3.12394
C -1.41924 2.56325 -1.87616
N -0.88174 1.31019 -1.86377
C -1.35690 3.60330 -0.79093
C -2.36547 3.38088 0.33455
C 0.06747 3.78999 -0.28171
N 1.09987 -0.38160 -3.23340
C 2.18133 -0.35965 -4.00189
C 3.29414 -0.16819 -3.19973
C 2.81657 -0.06068 -1.90358
N 1.46251 -0.21634 -1.93021
C 3.60776 0.24333 -0.67165
C 3.41373 1.70602 -0.27520
C 5.08584 -0.07996 -0.86289
H -3.63252 -5.02436 0.45147
H -3.85621 -4.69666 -1.26815
H -3.77161 -3.35871 -0.12673
H -1.52327 -5.26912 -0.85396
H -1.41164 -2.98582 1.14297
H -0.06953 -4.06645 0.67931
H -1.46800 -4.68730 1.54304
H -2.29091 -4.72698 -3.26580
H -1.57582 -2.63408 -4.87766
H -0.46811 -0.52675 -4.82261
H -1.96693 1.42995 -4.89735
H -2.45714 3.70490 -3.44570
H -1.64812 4.52439 -1.29852
H -2.08365 2.53734 0.96090
H -3.36849 3.20618 -0.05779
H -2.40333 4.25629 0.98312
H 0.45197 2.86488 0.14848
H 0.09623 4.54813 0.50190
H 0.73885 4.09317 -1.08609
H 2.09347 -0.48018 -5.06979
H 4.32000 -0.10912 -3.51842
H 3.22705 -0.38532 0.12774
H 3.74470 2.37624 -1.07108
H 3.99285 1.93377 0.62162
H 2.36292 1.92490 -0.07576
H 5.54267 0.56607 -1.61499
H 5.23655 -1.11788 -1.16186
H 5.62049 0.08528 0.07294
C 0.24845 4.42072 4.26232
C -0.94229 3.71529 4.15883
C -1.00100 2.57079 3.38003
C 0.13628 2.12065 2.69934
C 1.33605 2.83710 2.82366
C 1.38893 3.98231 3.59636
Si 0.05789 0.52485 1.82421
C -1.57783 -0.33252 1.77548
C -2.43981 -0.08777 0.69392
C -3.69528 -0.69289 0.62424
C -4.11253 -1.49717 1.66686
C -3.26604 -1.75568 2.74631
C -1.99610 -1.21480 2.78482
C 1.47853 -0.62055 1.89431
C 2.67981 -0.44480 2.59068
C 3.68929 -1.38256 2.46318
C 3.53972 -2.47633 1.60978
C 2.37159 -2.65199 0.88527
C 1.34048 -1.73541 1.05299
H 0.29182 5.31487 4.87095
H -1.82350 4.05569 4.68606
H -1.93588 2.02533 3.30535
H 2.22832 2.50768 2.30608
H 2.31481 4.53474 3.68655
H -2.21666 0.69100 -0.03529
H -4.35241 -0.49269 -0.21216
H -5.10428 -1.93064 1.64879
H -3.60826 -2.38570 3.55747
H -1.34110 -1.44260 3.61825
H 2.81485 0.40827 3.24546
H 4.60499 -1.26889 3.02887
H 4.33786 -3.20251 1.52649
H 2.24890 -3.51214 0.23983
H 0.36034 -1.99439 0.63439
```

Output
- Lowest unoccupied orbital energy (spin up / spin down): -6.602 / -7.434 eV
- Expectation value of S²: 3.78
- Charge: +2
- Energy relative to the best compared isomer or geometry (same formula, charge and spin): 25.3 kJ/mol
- Frontier orbital gap (spin up / spin down): 7.700 / 6.858 eV
- Spin multiplicity: 4
- Electronic energy: -2120.8347 Eh
- Highest occupied orbital energy (spin up / spin down): -14.30 / -14.29 eV